Here is a molecular structure, C38H42MgN3O5 at a distorted geometry from the OMol25 dataset. Energies are from ωB97M-V with the def2-TZVPD basis set.

Calculated total energy in Eh: -2214.12105
E_LUMO in eV: 2.45
ΔE to the lowest compared entry with this formula, charge and spin in eV: 0.0000
Total charge: -1
Kohn-Sham gap in eV: 7.979
HOMO level in Ha: -0.2033

Each line ends with the Löwdin charge.
Geometry (Å):
Mg  0.4772  0.1874  -0.1691  0.67
C  -0.5596  -3.2091  3.4198  -0.07
C  0.1645  -3.0374  2.0845  -0.36
C  1.5658  -3.6627  2.1518  -0.03
C  -0.6014  -3.5747  0.8974  -0.12
C  -1.4990  -4.6243  1.0433  -0.05
C  -2.1532  -5.1655  -0.0492  -0.09
C  -1.9148  -4.6462  -1.3077  -0.06
C  -1.0219  -3.5982  -1.4993  -0.13
C  -0.7795  -3.1008  -2.9137  -0.37
C  -2.0835  -2.8465  -3.6763  -0.08
C  0.0928  -4.0986  -3.6889  -0.06
C  -0.3561  -3.0438  -0.3822  -0.15
N  0.5284  -1.9509  -0.5843  0.06
C  1.7346  -2.2765  -1.0709  -0.49
O  2.2737  -3.3913  -1.0994  0.01
C  2.4409  -1.1163  -1.7273  -0.16
C  3.5313  -1.2584  -2.5720  0.01
C  3.9810  -0.1299  -3.2481  -0.04
C  3.3383  1.0901  -3.0761  0.01
C  2.2639  1.1425  -2.2010  -0.15
N  1.8528  0.0571  -1.5673  0.10
C  1.4129  2.3676  -1.9647  -0.51
O  1.6103  3.3727  -2.6621  0.01
N  0.5208  2.1847  -0.9923  0.05
C  -0.4403  3.2080  -0.8052  -0.14
C  -1.6227  3.1554  -1.5861  -0.13
C  -2.6152  4.1067  -1.4098  -0.05
C  -2.4779  5.1116  -0.4686  -0.09
C  -1.3176  5.1732  0.2746  -0.06
C  -0.2792  4.2547  0.1196  -0.12
C  0.9332  4.5310  1.0051  -0.36
C  2.2879  4.0257  0.5084  -0.06
C  0.6783  4.0330  2.4306  -0.05
C  -1.8201  2.0746  -2.6375  -0.37
C  -3.2190  1.4533  -2.5825  -0.07
C  -1.5346  2.6426  -4.0337  -0.05
H  -0.0447  -2.6362  4.1941  0.07
H  -0.5719  -4.2559  3.7328  0.07
H  -1.5891  -2.8500  3.3601  0.08
H  0.2915  -1.9769  1.9144  0.09
H  1.5127  -4.6693  2.5757  0.08
H  2.2223  -3.0522  2.7776  0.08
H  2.0053  -3.7283  1.1564  0.06
H  -1.6827  -5.0380  2.0270  0.10
H  -2.8404  -5.9936  0.0801  0.09
H  -2.4261  -5.0723  -2.1636  0.10
H  -0.2473  -2.1509  -2.8539  0.12
H  -2.5875  -3.7829  -3.9238  0.06
H  -1.8682  -2.3280  -4.6132  0.07
H  -2.7675  -2.2310  -3.0893  0.08
H  -0.4410  -5.0439  -3.8206  0.08
H  1.0154  -4.2956  -3.1473  0.07
H  0.3418  -3.7043  -4.6786  0.07
H  3.9834  -2.2315  -2.6977  0.11
H  4.8194  -0.2053  -3.9299  0.10
H  3.6314  1.9885  -3.6000  0.11
H  -3.5089  4.0694  -2.0216  0.10
H  -3.2622  5.8448  -0.3229  0.09
H  -1.1963  5.9717  1.0002  0.11
H  1.0070  5.6230  1.0543  0.12
H  2.3646  2.9449  0.6037  0.07
H  3.0806  4.4803  1.1093  0.08
H  2.4465  4.3020  -0.5350  0.07
H  0.7045  2.9492  2.4550  0.06
H  -0.2977  4.3567  2.7966  0.08
H  1.4472  4.4073  3.1119  0.08
H  -1.1056  1.2746  -2.4404  0.12
H  -3.9887  2.1692  -2.8759  0.06
H  -3.4395  1.0987  -1.5741  0.08
H  -3.2732  0.6033  -3.2664  0.07
H  -2.2690  3.4139  -4.2807  0.08
H  -1.5856  1.8550  -4.7908  0.07
H  -0.5417  3.0886  -4.0604  0.07
O  2.6074  0.0307  3.9350  0.08
C  1.3660  0.2203  4.4363  -0.25
C  1.1704  0.2593  5.8168  -0.03
C  -0.0922  0.4276  6.3546  -0.09
C  -1.1900  0.5655  5.5194  -0.09
C  -1.0022  0.5364  4.1493  -0.01
C  0.2571  0.3688  3.5842  -0.07
C  0.3585  0.3614  2.0800  -0.62
O  1.4815  0.3231  1.5155  -0.01
O  -0.7220  0.3894  1.4201  -0.03
H  3.2330  -0.0588  4.6598  0.11
H  2.0288  0.1476  6.4720  0.11
H  -0.2135  0.4492  7.4305  0.10
H  -2.1791  0.7018  5.9366  0.10
H  -1.8355  0.6419  3.4671  0.12

=====

Here is a single C4H4N2O2 molecule at a distorted geometry from the OMol25 dataset. Energies are from ωB97M-V with the def2-TZVPD basis set.

Calculated total energy in Eh: -414.67560
E_LUMO in eV: -1.12
SMILES: Cc1cnc(=O)on1
ΔE to the lowest compared entry with this formula, charge and spin in eV: 4.6418
Kohn-Sham gap in eV: 9.251
HOMO level in Ha: -0.3813

Each line ends with the natural charge from an NBO analysis.
Geometry (Å):
C  -0.1060  -0.4032  -1.9343  -0.61
C  -0.3264  -0.1739  -0.3788  0.10
C  0.7312  -0.4315  0.4552  0.11
N  0.7088  -0.1979  1.6904  -0.43
C  -0.2031  0.7532  2.2310  0.83
O  -0.1124  1.5036  3.2731  -0.53
O  -1.2966  1.0084  1.2954  -0.36
N  -1.3371  0.3496  0.0089  -0.02
H  0.3650  -1.4492  -2.0782  0.23
H  -0.8832  -0.0732  -2.4628  0.23
H  0.8473  0.2276  -2.3203  0.23
H  1.6125  -1.1134  0.2204  0.21

=====

Here is 2 unconnected molecules or ions with the total composition CH3ClN4O2 at a distorted geometry from the OMol25 dataset. Energies are from ωB97M-V with the def2-TZVPD basis set.

Calculated total energy in Eh: -869.38646
E_LUMO in eV: 0.06
SMILES: [H]/N=[N+](\[O-])O.N=C=NCl
ΔE to the lowest compared entry with this formula, charge and spin in eV: 1.8856
Kohn-Sham gap in eV: 10.239
HOMO level in Ha: -0.3740

Each line ends with the natural charge from an NBO analysis.
Geometry (Å):
H  -0.6610  -0.9212  1.8197  0.35
N  -0.8160  -0.4424  0.9477  -0.49
N  -0.8708  -1.2987  0.0534  0.57
O  -0.8318  -2.4979  0.0898  -0.39
O  -1.1163  -0.7291  -1.1975  -0.52
H  -0.5401  0.0506  -1.2410  0.49
N  -0.0157  2.0771  -0.0458  -0.70
C  0.8378  1.2255  -0.0918  0.63
N  1.6804  0.4665  -0.5143  -0.57
Cl  2.3460  -0.9938  0.0067  0.20
H  -0.0124  3.0632  0.1731  0.43